Record 1
The following is a DFT calculation (the ωB97M-V functional and the def2-TZVPD basis) of a 2-piece molecular cluster, C2H5N3P2 overall in a non-equilibrium geometry.

* relative energy (zero: lowest compared OMol25 entry of this formula, charge and spin): 2.3818 eV
* calculated total energy: -926.0558 a.u.
* HOMO level (spin up / spin down): -8.2999 / -8.1731 eV

Geometry as ORCA input:
```
! wB97M-V def2-TZVPD RIJCOSX def2/J DEFGRID3
* xyz 0 1
C -0.73 -0.30 1.58
C -0.01 -0.42 0.42
N -1.50 -1.32 1.84
N -1.46 -2.19 0.85
N 1.30 1.74 -2.11
P -0.46 -1.78 -0.46
P 2.06 1.13 -0.75
H -0.76 0.46 2.29
H -1.76 -3.12 1.14
H 0.84 1.06 -2.73
H 0.90 2.67 -2.15
H 1.57 2.06 0.10
*
```

=====

Record 2
The following is a DFT calculation (the ωB97M-V functional and the def2-TZVPD basis) of C2H5N3S as an isolated structure in a non-equilibrium geometry.

* relative energy (zero: lowest compared OMol25 entry of this formula, charge and spin): 5.1565 eV
* calculated total energy: -641.4945 a.u.
* HOMO level: -8.3223 eV

Geometry as ORCA input:
```
! wB97M-V def2-TZVPD RIJCOSX def2/J DEFGRID3
* xyz 0 1
C -0.44 0.25 -0.19
C 0.84 -0.21 -0.31
H -3.46 -0.98 -0.05
H -2.73 0.69 1.03
H -0.47 1.26 -0.03
H 1.17 -1.37 -0.13
H 4.17 0.70 -0.07
N -2.68 -0.06 0.14
N -1.42 -0.61 -0.26
N 1.77 0.70 -0.22
S 3.24 -0.39 0.09
*
```

=====

Record 3
The following is a DFT calculation (the ωB97M-V functional and the def2-TZVPD basis) of a 2-piece molecular cluster, C2H5N3S overall in a non-equilibrium geometry.

* relative energy (zero: lowest compared OMol25 entry of this formula, charge and spin): 5.5642 eV
* calculated total energy: -641.4796 a.u.
* HOMO level: -7.8407 eV

Geometry as ORCA input:
```
! wB97M-V def2-TZVPD RIJCOSX def2/J DEFGRID3
* xyz 0 1
C -0.45 0.54 0.16
C 1.70 -2.36 -0.81
H -1.13 3.32 0.49
H -2.24 1.78 1.77
H -0.50 -0.03 1.16
H 2.14 -3.14 -0.17
H 1.83 -2.35 -1.96
N -1.72 2.43 0.63
N -0.88 1.68 -0.05
N 0.93 -1.62 -0.14
S 0.32 -0.23 -1.08
*
```

=====

Record 4
The following is a DFT calculation (the ωB97M-V functional and the def2-TZVPD basis) of the molecule C2H5N3S in a non-equilibrium geometry.

* relative energy (zero: lowest compared OMol25 entry of this formula, charge and spin): 1.5394 eV
* calculated total energy: -641.4283 a.u.
* <S²>: 2.01
* HOMO level (spin up / spin down): -5.4013 / -8.7911 eV

Geometry as ORCA input:
```
! wB97M-V def2-TZVPD RIJCOSX def2/J DEFGRID3
* xyz 0 3
C 0.09 -0.17 -0.69
C -0.51 1.18 -0.80
N -0.80 -0.93 0.01
N -0.54 -1.30 1.14
N 0.73 -1.22 1.56
S 1.78 -0.32 0.44
H 0.52 -0.57 -1.61
H 0.02 2.11 -1.21
H -0.94 1.47 0.19
H -1.38 0.97 -1.49
H 1.04 -1.22 2.46
*
```

=====

Record 5
The following is a DFT calculation (the ωB97M-V functional and the def2-TZVPD basis) of a 2-piece molecular cluster, C2H5N3S2 overall in a non-equilibrium geometry.

* relative energy (zero: lowest compared OMol25 entry of this formula, charge and spin): 1.1737 eV
* calculated total energy: -1039.6719 a.u.
* <S²>: 2.01
* HOMO level (spin up / spin down): -6.0914 / -8.6541 eV

Geometry as ORCA input:
```
! wB97M-V def2-TZVPD RIJCOSX def2/J DEFGRID3
* xyz 0 3
C -1.14 -1.22 -0.89
C -0.83 1.44 0.09
N -0.38 -0.30 -1.31
N -0.04 0.75 -0.62
N 1.97 0.00 0.62
S -2.02 -1.09 0.65
S -2.51 0.92 0.39
H -1.29 -2.11 -1.48
H -0.50 2.35 0.55
H 1.60 -0.91 0.86
H 2.61 0.26 1.37
H 2.51 -0.09 -0.23
*
```

=====

Record 6
The following is a DFT calculation (the ωB97M-V functional and the def2-TZVPD basis) of the molecule C2H5N3S3 in a non-equilibrium geometry.

* relative energy (zero: lowest compared OMol25 entry of this formula, charge and spin): 4.7371 eV
* calculated total energy: -1437.8696 a.u.
* HOMO level (spin up / spin down): -8.5914 / -8.5635 eV

Geometry as ORCA input:
```
! wB97M-V def2-TZVPD RIJCOSX def2/J DEFGRID3
* xyz 0 1
C 0.19 0.90 -0.54
C 0.31 -0.31 -1.42
N 0.16 0.54 0.81
N -0.93 -1.03 -1.36
N -1.02 0.55 1.41
S -1.08 -2.58 -1.33
S -1.35 0.01 2.92
S 1.55 0.03 1.65
H 0.95 1.54 -0.75
H -0.67 1.50 -0.82
H 0.49 0.11 -2.38
H 1.28 -1.03 -1.22
H 0.13 -0.24 3.03
*
```